{"formula": "C4H6N2O", "method": "ωB97M-V with the def2-TZVPD basis set", "elements": ["C", "N", "N", "C", "C", "O", "C", "H", "H", "H", "H", "H", "H"], "coordinates": [[-2.20860, -0.41058, -0.16565], [-1.52278, 0.68904, 0.09788], [-0.17253, 0.41067, 0.70696], [0.58489, -0.80614, 0.26363], [1.81224, 0.01683, -0.07564], [2.98025, -0.27604, -0.05579], [0.82207, 1.30920, -0.06605], [-3.16012, -0.41961, -0.47270], [-1.78704, -1.51397, -0.20778], [0.56486, -1.59786, 0.98904], [0.17106, -1.28132, -0.60126], [1.31705, 2.10934, 0.63872], [0.59866, 1.77043, -1.05136]], "nbo_charge": [-0.1170, -0.2211, -0.2560, -0.3873, 0.5983, -0.4951, -0.3475, 0.1784, 0.1492, 0.2233, 0.2121, 0.2272, 0.2355], "homo_ev": -9.74, "multiplicity": 1, "energy_ha": -340.63100, "e_lumo_ev": 0.81, "smiles": "C=NN1CC(=O)C1", "relative_energy_kj_mol": 430.35, "homo_lumo_gap_ev": 10.553}